DFT (ωB97M-V/def2-TZVPD) results for C54H34I4MnN7O3S as an isolated structure.

Output
Lowest unoccupied orbital energy (spin up / spin down) = -0.131 / -0.166 Ha
Expectation value of S² = 3.897
Highest occupied orbital energy (spin up / spin down) = -9.04 / -9.90 eV

ORCA input file:
```
! wB97M-V def2-TZVPD RIJCOSX def2/J DEFGRID3
* xyz 1 4
Mn 0.50 -0.28 0.57
I -3.56 -9.31 0.25
C -2.69 -7.42 0.31
C -1.31 -7.30 0.29
C -0.72 -6.05 0.34
C -1.52 -4.90 0.38
C -2.90 -5.04 0.39
C -3.49 -6.29 0.36
C -0.89 -3.56 0.41
C 0.04 -3.23 1.44
C 0.85 -3.98 2.31
C 1.99 -3.21 2.62
C 1.82 -2.03 1.90
C 3.58 -0.03 1.94
C 3.78 1.47 1.59
C 2.87 2.46 1.97
C 3.11 3.79 1.71
C 4.26 4.19 1.05
I 4.56 6.18 0.56
C 5.20 3.23 0.71
C 4.97 1.90 0.99
C 1.91 0.11 3.59
N 0.93 0.37 2.72
C -0.18 0.63 3.56
C -1.39 1.13 3.16
C -2.38 1.56 4.18
C -3.65 0.99 4.19
C -4.59 1.38 5.13
C -4.27 2.36 6.06
I -5.67 2.94 7.48
C -3.01 2.94 6.06
C -2.07 2.54 5.12
C -1.78 1.32 1.80
C -2.77 2.19 1.35
C -2.74 2.15 -0.04
C -1.74 1.22 -0.40
N -1.18 0.71 0.74
C -1.44 0.69 -1.70
C -1.26 -0.73 -1.69
C -1.98 -1.70 -2.47
C -1.92 -2.87 -1.78
C -1.11 -2.66 -0.61
N -0.65 -1.33 -0.66
C -1.42 1.44 -2.94
C -1.62 2.83 -3.00
C -1.54 3.53 -4.19
C -1.24 2.86 -5.37
I -1.12 3.90 -7.16
C -0.99 1.49 -5.34
C -1.06 0.80 -4.14
C 0.19 0.43 4.93
C 1.51 0.11 4.95
N 0.63 -2.02 1.31
H -0.68 -8.19 0.24
H 0.36 -5.96 0.30
H -3.52 -4.15 0.44
H -4.57 -6.38 0.38
H 0.67 -4.99 2.63
H 2.85 -3.51 3.20
H 1.95 2.21 2.46
H 2.38 4.53 2.03
H 6.12 3.52 0.21
H 5.74 1.20 0.71
H -3.91 0.24 3.45
H -5.57 0.93 5.13
H -2.76 3.71 6.77
H -1.10 3.01 5.10
H -3.44 2.77 1.97
H -3.43 2.63 -0.71
H -2.55 -1.48 -3.35
H -2.41 -3.80 -2.03
H -1.82 3.39 -2.10
H -1.71 4.60 -4.20
H -0.71 0.97 -6.24
H -0.80 -0.25 -4.14
H -0.47 0.54 5.77
H 2.16 -0.09 5.79
O 3.21 -0.14 3.31
C 2.58 -0.92 1.23
N 2.46 -1.00 -0.06
S 3.83 -0.65 -0.98
O 3.94 0.74 -1.33
O 3.85 -1.63 -2.00
C 5.05 -1.10 0.26
C 6.19 -1.76 -0.17
C 7.14 -2.12 0.77
C 6.94 -1.85 2.12
C 5.79 -1.19 2.54
C 4.84 -0.81 1.61
H 6.32 -2.00 -1.22
H 8.04 -2.64 0.45
H 7.68 -2.15 2.85
H 5.63 -0.97 3.59
C 0.84 4.68 -1.19
N 1.69 3.51 -1.48
C 2.78 3.62 -2.45
C 1.40 2.38 -0.91
N 1.10 1.40 -0.39
H 1.13 5.47 -1.88
H 0.99 5.03 -0.18
H -0.21 4.43 -1.36
H 2.37 3.87 -3.43
H 3.30 2.67 -2.50
H 3.47 4.39 -2.13
*
```

Atom charges from the Löwdin analysis, given in e for atoms 1 to 99: Mn 0.833; I 0.905; C -0.742; C -0.136; C -0.021; C -0.181; C -0.028; C -0.137; C -0.015; C -0.188; C 0.026; C 0.032; C -0.229; C -0.253; C -0.093; C -0.023; C -0.147; C -0.744; I 0.918; C -0.123; C -0.021; C -0.338; N 0.106; C -0.191; C -0.039; C -0.202; C -0.019; C -0.134; C -0.742; I 0.906; C -0.136; C -0.030; C -0.222; C 0.009; C 0.001; C -0.239; N 0.025; C -0.044; C -0.220; C 0.014; C 0.030; C -0.166; N 0.063; C -0.153; C -0.036; C -0.144; C -0.748; I 0.912; C -0.134; C -0.014; C 0.029; C 0.048; N -0.011; H 0.098; H 0.123; H 0.126; H 0.098; H 0.114; H 0.114; H 0.102; H 0.099; H 0.106; H 0.118; H 0.129; H 0.098; H 0.098; H 0.126; H 0.121; H 0.114; H 0.120; H 0.124; H 0.084; H 0.098; H 0.101; H 0.110; H 0.126; H 0.125; O 0.077; C -0.218; N -0.014; S 0.704; O -0.271; O -0.241; C -0.208; C -0.021; C -0.040; C -0.033; C 0.020; C -0.146; H 0.126; H 0.117; H 0.117; H 0.132; C 0.007; N -0.131; C 0.004; C -0.179; N 0.205; H 0.102